i | Entry from the OMol25 dataset: one molecule with the formula C3H6N4 (ωB97M-V/def2-TZVPD).

Its SMILES is CN1C=NNC=N1. The calculation puts the lowest unoccupied orbital energy at 1.115 eV. The frontier orbital gap is 9.52 eV. Its net charge is 0.

Structure (XYZ):
```
13
C3H6N4, DFT ωB97M-V/def2-TZVPD
C -1.922 -0.107 -0.144
N -0.554 -0.005 -0.354
C 0.048 1.136 0.134
N 1.348 1.298 0.138
N 1.898 0.048 -0.461
C 1.373 -1.137 0.064
N 0.109 -1.143 0.190
H -2.346 0.734 -0.898
H -2.285 -1.152 -0.227
H -2.013 0.194 1.060
H -0.527 1.958 0.379
H 2.843 0.196 -0.226
H 2.027 -2.020 0.346
```

natural (NBO) population analysis, charges in e, atoms 1 to 8: atom 1 (C): -0.40, atom 2 (N): -0.33, atom 3 (C): 0.21, atom 4 (N): -0.27, atom 5 (N): -0.50, atom 6 (C): 0.21, atom 7 (N): -0.32, atom 8 (H): 0.22



ii | Entry from the OMol25 dataset: one molecule with the formula C3H6N4 (ωB97M-V/def2-TZVPD).

The calculation puts the lowest unoccupied orbital energy at 1.112 eV. The frontier orbital gap is 9.69 eV. Its net charge is 0.

Structure (XYZ):
```
13
C3H6N4, DFT ωB97M-V/def2-TZVPD
C 0.643 0.647 1.232
C 0.532 -1.424 0.000
C 1.322 -0.357 0.632
N -0.631 0.913 0.830
N -0.071 -0.500 -0.891
N -0.815 0.382 -0.332
N -1.805 0.929 -1.110
H 1.075 1.375 1.895
H 1.105 -2.154 -0.566
H -0.180 -1.928 0.669
H 2.396 -0.434 0.721
H -1.857 1.935 -1.010
H -1.713 0.615 -2.070
```

natural (NBO) population analysis, charges in e, atoms 1 to 8: atom 1 (C): -0.08, atom 2 (C): -0.28, atom 3 (C): -0.24, atom 4 (N): -0.33, atom 5 (N): -0.28, atom 6 (N): 0.23, atom 7 (N): -0.61, atom 8 (H): 0.21



iii | Entry from the OMol25 dataset: one molecule with the formula C3H6N4 (ωB97M-V/def2-TZVPD).

Its SMILES is [H]/N=C1/NCC=NN1. The calculation puts the lowest unoccupied orbital energy at 0.794 eV. The frontier orbital gap is 9.55 eV. Its net charge is 0.

Structure (XYZ):
```
13
C3H6N4, DFT ωB97M-V/def2-TZVPD
H -2.863 0.869 -0.280
N -2.429 -0.103 -0.214
C -1.148 -0.102 -0.129
N -0.242 -1.062 -0.264
C 1.167 -0.872 0.320
C 1.547 0.407 -0.464
N 0.717 1.442 -0.307
N -0.559 1.090 0.408
H -0.770 -1.930 -0.396
H 1.305 -0.696 1.476
H 1.760 -1.709 -0.004
H 2.571 0.578 -0.676
H -1.055 2.089 0.531
```

natural (NBO) population analysis, charges in e, atoms 1 to 8: atom 1 (H): 0.35, atom 2 (N): -0.78, atom 3 (C): 0.56, atom 4 (N): -0.62, atom 5 (C): -0.27, atom 6 (C): 0.02, atom 7 (N): -0.22, atom 8 (N): -0.52



Q: Which of them is the most stable? A: iii.



i | Entry from the OMol25 dataset: a 2-piece molecular cluster, C3H6N4 overall (ωB97M-V/def2-TZVPD).

The calculation puts the lowest unoccupied orbital energy at 1.076 eV. The frontier orbital gap is 10.98 eV. Its net charge is 0.

Structure (XYZ):
```
13
C3H6N4, DFT ωB97M-V/def2-TZVPD
C 0.013 0.120 -0.412
C 0.939 0.442 0.669
C -1.449 0.198 -0.045
N 3.853 1.197 0.161
N 3.712 0.088 -0.024
N 3.843 -1.093 -0.163
N 0.872 -0.789 0.389
H 0.453 0.398 -1.346
H 1.281 1.121 1.304
H -1.422 -0.250 0.908
H -2.171 -0.459 -0.711
H -1.904 1.156 -0.107
H 3.340 -1.802 0.330
```

natural (NBO) population analysis, charges in e, atoms 1 to 8: atom 1 (C): -0.14, atom 2 (C): 0.07, atom 3 (C): -0.63, atom 4 (N): -0.12, atom 5 (N): 0.26, atom 6 (N): -0.54, atom 7 (N): -0.35, atom 8 (H): 0.19



ii | Entry from the OMol25 dataset: one molecule with the formula C3H6N4 (ωB97M-V/def2-TZVPD).

Its SMILES is C[C@]12CN1NN=N2. The calculation puts the lowest unoccupied orbital energy at 1.179 eV. The frontier orbital gap is 9.90 eV. Its net charge is 0.

Structure (XYZ):
```
13
C3H6N4, DFT ωB97M-V/def2-TZVPD
C 0.895 -0.632 1.388
C -0.072 -0.194 0.335
C 0.115 -0.667 -1.199
N 0.318 0.726 -0.790
N -0.875 1.457 -0.921
N -1.797 1.075 -0.041
N -1.396 0.141 0.673
H 0.860 -1.710 1.517
H 0.639 -0.156 2.331
H 1.899 -0.335 1.096
H 1.027 -1.190 -1.419
H -0.781 -0.929 -1.736
H -0.833 2.414 -1.235
```

natural (NBO) population analysis, charges in e, atoms 1 to 8: atom 1 (C): -0.63, atom 2 (C): 0.18, atom 3 (C): -0.28, atom 4 (N): -0.27, atom 5 (N): -0.30, atom 6 (N): 0.03, atom 7 (N): -0.23, atom 8 (H): 0.23



Q: Which of them is the most stable? A: ii.



i | Entry from the OMol25 dataset: an isolated ion of composition C5H10N2 and charge +2 (ωB97M-V/def2-TZVPD).

The calculation puts the lowest unoccupied orbital energy (spin up / spin down) at -11.547 / -11.547 eV. The frontier orbital gap (spin up / spin down) is 8.51 / 8.50 eV. Its net charge is +2.

Structure (XYZ):
```
17
C5H10N2, DFT ωB97M-V/def2-TZVPD
C 1.603 1.269 0.221
C 2.260 -1.009 0.236
C 0.474 1.077 -0.858
C 0.329 -1.393 -0.439
C -1.056 0.070 0.735
N 2.253 0.198 0.467
N -0.348 -0.098 -0.514
H 1.473 1.999 1.029
H 2.992 -1.816 0.009
H -0.053 1.969 -1.072
H 0.943 0.842 -1.786
H 0.667 -1.838 -1.277
H -0.149 -2.015 0.406
H -1.897 -0.581 0.847
H -0.260 -0.176 1.585
H -1.361 1.212 0.960
H -1.102 -0.125 -1.273
```

natural (NBO) population analysis, charges in e, atoms 1 to 8: atom 1 (C): 0.25, atom 2 (C): 0.31, atom 3 (C): -0.28, atom 4 (C): -0.13, atom 5 (C): -0.47, atom 6 (N): -0.28, atom 7 (N): -0.41, atom 8 (H): 0.28



ii | Entry from the OMol25 dataset: an isolated ion of composition C5H10N2 and charge +2 (ωB97M-V/def2-TZVPD).

Its SMILES is CC1=[NH+]CC=[N+]1C. The calculation puts the lowest unoccupied orbital energy (spin up / spin down) at -11.813 / -11.813 eV. The frontier orbital gap (spin up / spin down) is 8.30 / 8.30 eV. Its net charge is +2.

Structure (XYZ):
```
17
C5H10N2, DFT ωB97M-V/def2-TZVPD
C 1.095 -1.695 0.217
C 0.085 -0.738 0.102
N -1.620 -0.828 0.665
C -2.143 0.411 0.323
C -1.023 1.241 -0.119
N 0.153 0.543 -0.257
C 1.321 1.225 -0.855
H 1.526 -1.922 1.142
H 1.994 -1.338 -0.350
H 0.820 -2.687 -0.094
H -1.995 -1.794 0.645
H -2.654 0.673 1.257
H -3.017 0.483 -0.373
H -0.942 2.273 -0.257
H 1.385 2.227 -0.925
H 1.664 0.748 -1.780
H 2.089 1.006 -0.122
```

natural (NBO) population analysis, charges in e, atoms 1 to 8: atom 1 (C): -0.82, atom 2 (C): 0.71, atom 3 (N): -0.45, atom 4 (C): -0.41, atom 5 (C): 0.40, atom 6 (N): -0.35, atom 7 (C): -0.44, atom 8 (H): 0.37



iii | Entry from the OMol25 dataset: an isolated ion of composition C5H10N2 and charge +2 (ωB97M-V/def2-TZVPD).

Its SMILES is C=C=[N+](C)C(C)=[NH2+]. The calculation puts the lowest unoccupied orbital energy (spin up / spin down) at -10.872 / -10.873 eV. The frontier orbital gap (spin up / spin down) is 8.70 / 8.70 eV. Its net charge is +2.

Structure (XYZ):
```
17
C5H10N2, DFT ωB97M-V/def2-TZVPD
C 0.155 -3.088 -0.809
C 0.111 -1.462 -0.589
N 0.259 -0.197 -0.537
C 0.245 0.643 -1.680
C -0.041 0.333 0.753
C -0.390 1.734 1.173
N 0.183 -0.483 1.772
H 0.934 -3.661 -0.380
H -0.646 -3.684 -1.335
H 0.227 -0.023 -2.535
H 1.058 1.452 -1.471
H -0.691 1.082 -1.846
H -0.291 2.436 0.333
H 0.027 1.916 2.058
H -1.417 1.787 1.272
H 0.144 -0.427 2.771
H 0.362 -1.480 1.715
```

natural (NBO) population analysis, charges in e, atoms 1 to 8: atom 1 (C): -0.17, atom 2 (C): 0.45, atom 3 (N): -0.39, atom 4 (C): -0.44, atom 5 (C): 0.65, atom 6 (C): -0.67, atom 7 (N): -0.62, atom 8 (H): 0.27



Q: Which of them is the most stable? A: ii.



i | Entry from the OMol25 dataset: one molecule with the formula C4H7F (ωB97M-V/def2-TZVPD).

Its SMILES is CC1(F)CC1. The calculation puts the lowest unoccupied orbital energy at 1.166 eV. The frontier orbital gap is 11.34 eV. Its net charge is 0.

Structure (XYZ):
```
12
C4H7F, DFT ωB97M-V/def2-TZVPD
C 1.353 0.118 -0.616
C -0.140 0.130 -0.437
F -0.779 0.489 -1.603
C -0.798 0.583 0.826
C -0.859 -0.866 0.414
H 1.630 -0.584 -1.401
H 1.834 -0.177 0.312
H 1.703 1.109 -0.900
H -1.701 1.166 0.739
H -0.167 0.864 1.655
H -0.271 -1.588 0.957
H -1.804 -1.244 0.054
```

natural (NBO) population analysis, charges in e, atoms 1 to 8: atom 1 (C): -0.63, atom 2 (C): 0.35, atom 3 (F): -0.35, atom 4 (C): -0.45, atom 5 (C): -0.45, atom 6 (H): 0.22, atom 7 (H): 0.22, atom 8 (H): 0.22



ii | Entry from the OMol25 dataset: a 2-piece molecular cluster, C4H7F overall (ωB97M-V/def2-TZVPD).

Its SMILES is C=C1CC1.F. The calculation puts the lowest unoccupied orbital energy at 0.990 eV. The frontier orbital gap is 11.16 eV. Its net charge is 0.

Structure (XYZ):
```
12
C4H7F, DFT ωB97M-V/def2-TZVPD
C 0.982 0.530 -1.115
C 0.424 -0.195 -0.178
C 0.534 -1.027 1.019
C -0.817 -0.717 0.402
H 0.392 0.997 -1.891
H 2.050 0.659 -1.179
H 0.803 -0.569 1.959
H 0.921 -2.032 0.914
H -1.329 -1.513 -0.120
H -1.485 -0.043 0.918
F -1.243 3.214 0.507
H -0.671 2.639 0.040
```

natural (NBO) population analysis, charges in e, atoms 1 to 8: atom 1 (C): -0.42, atom 2 (C): 0.02, atom 3 (C): -0.45, atom 4 (C): -0.45, atom 5 (H): 0.20, atom 6 (H): 0.20, atom 7 (H): 0.23, atom 8 (H): 0.22



Q: Which of them is the most stable? A: i.